# 1
{
  "formula": "C50H50N11O2PS2Sn",
  "method": "wB97M-V/def2-TZVPD",
  "symbols": ["Sn", "C", "N", "C", "C", "C", "C", "C", "C", "C", "N", "C", "C", "C", "C", "C", "C", "N", "C", "C", "H", "H", "H", "H", "H", "H", "H", "H", "H", "H", "H", "H", "H", "H", "H", "H", "H", "H", "H", "H", "N", "P", "C", "C", "C", "C", "C", "C", "C", "C", "C", "C", "C", "C", "C", "C", "C", "C", "C", "N", "H", "H", "H", "H", "H", "H", "H", "H", "H", "H", "H", "H", "H", "H", "H", "N", "C", "C", "C", "C", "C", "C", "S", "O", "O", "N", "C", "N", "C", "C", "C", "N", "H", "H", "H", "H", "H", "H", "H", "H", "H", "N", "C", "N", "C", "C", "C", "C", "C", "C", "S", "H", "H", "H", "H", "H", "H"],
  "positions_angstrom": [[-0.689, 0.136, 0.517], [1.856, -1.948, 1.176], [0.795, -2.365, 0.264], [0.239, -3.583, 0.853], [1.139, -2.403, -1.120], [1.890, -3.499, -1.593], [2.437, -3.513, -2.859], [2.314, -2.410, -3.666], [1.646, -1.278, -3.234], [0.901, -1.287, -2.028], [-0.033, -0.286, -1.716], [-0.660, 0.488, -2.701], [-0.949, -0.051, -3.968], [-1.316, 0.768, -5.025], [-1.567, 2.112, -4.805], [-1.426, 2.653, -3.541], [-0.976, 1.876, -2.457], [-0.811, 2.445, -1.170], [-1.828, 3.455, -0.826], [0.513, 2.965, -0.881], [2.743, -2.608, 1.160], [1.479, -1.928, 2.209], [2.192, -0.931, 0.938], [-0.391, -4.142, 0.147], [-0.374, -3.290, 1.697], [1.017, -4.274, 1.217], [2.078, -4.326, -0.902], [3.025, -4.368, -3.191], [2.742, -2.441, -4.678], [1.654, -0.400, -3.892], [-0.774, -1.123, -4.129], [-1.412, 0.358, -6.038], [-1.875, 2.752, -5.631], [-1.637, 3.725, -3.368], [-1.678, 3.795, 0.215], [-1.786, 4.357, -1.446], [-2.827, 3.016, -0.926], [0.748, 3.891, -1.416], [1.269, 2.242, -1.192], [0.633, 3.142, 0.195], [3.559, 0.765, 2.536], [3.123, 1.570, 0.999], [4.290, 2.935, 1.132], [3.818, 4.247, 1.265], [4.711, 5.278, 1.475], [6.071, 4.995, 1.612], [6.525, 3.711, 1.499], [5.641, 2.666, 1.251], [3.970, 0.454, -0.173], [4.744, -0.638, 0.218], [5.456, -1.358, -0.740], [5.374, -0.994, -2.079], [4.642, 0.115, -2.469], [3.970, 0.847, -1.518], [2.618, 0.426, 3.505], [3.070, 0.054, 4.794], [2.146, -0.264, 5.771], [0.793, -0.260, 5.442], [0.443, 0.142, 4.169], [1.327, 0.484, 3.222], [4.466, 1.000, 2.945], [2.743, 4.428, 1.283], [4.365, 6.320, 1.571], [6.771, 5.810, 1.830], [7.587, 3.492, 1.590], [5.991, 1.635, 1.179], [4.793, -0.927, 1.285], [6.065, -2.217, -0.434], [5.906, -1.570, -2.853], [4.552, 0.375, -3.520], [3.421, 1.762, -1.781], [4.142, 0.027, 4.998], [2.484, -0.511, 6.792], [0.014, -0.529, 6.186], [-0.602, 0.254, 3.879], [-5.528, -3.015, -2.947], [-5.320, -1.984, -2.089], [-6.005, -1.967, -0.863], [-5.757, -0.984, 0.059], [-4.827, 0.008, -0.230], [-4.148, 0.029, -1.428], [-4.379, -0.975, -2.367], [-4.534, 1.212, 0.986], [-4.806, 2.479, 0.363], [-5.142, 0.786, 2.226], [-2.824, 1.143, 1.339], [-2.376, 2.179, 2.156], [-3.243, 2.963, 2.768], [-2.719, 3.996, 3.430], [-1.371, 4.266, 3.534], [-0.540, 3.355, 2.904], [-1.063, 2.335, 2.215], [-6.301, -3.660, -2.810], [-5.035, -3.049, -3.823], [-6.701, -2.776, -0.612], [-6.255, -0.966, 1.048], [-3.424, 0.831, -1.616], [-3.816, -0.948, -3.310], [-3.501, 4.611, 3.890], [-0.981, 5.111, 4.114], [0.547, 3.414, 2.956], [-3.236, -1.340, 2.796], [-3.202, -2.186, 1.754], [-2.454, -1.967, 0.664], [-2.669, -2.992, -0.265], [-2.151, -3.118, -1.555], [-2.428, -4.259, -2.313], [-3.253, -5.262, -1.822], [-3.803, -5.136, -0.546], [-3.539, -4.003, 0.205], [-4.231, -3.663, 1.804], [-3.015, -0.347, 2.622], [-3.923, -1.572, 3.500], [-1.519, -2.319, -1.972], [-1.974, -4.372, -3.301], [-3.425, -6.179, -2.392], [-4.421, -5.924, -0.121]],
  "e_homo_ev": -6.67,
  "max_force_ev_per_a": 2.9
}

# 2
{
  "formula": "C50H51BHfN6O5P2S2",
  "method": "wB97M-V/def2-TZVPD",
  "symbols": ["Hf", "O", "C", "O", "C", "P", "C", "C", "C", "C", "C", "C", "C", "C", "C", "C", "C", "C", "H", "H", "H", "H", "H", "H", "H", "H", "H", "H", "H", "H", "C", "N", "C", "C", "N", "B", "N", "C", "C", "N", "C", "C", "S", "C", "S", "H", "H", "H", "H", "H", "H", "H", "H", "H", "H", "H", "H", "C", "C", "C", "C", "C", "C", "P", "C", "C", "C", "C", "C", "C", "C", "C", "C", "C", "C", "C", "C", "C", "C", "C", "H", "H", "H", "H", "H", "H", "H", "H", "H", "H", "H", "H", "H", "H", "H", "H", "O", "N", "O", "O", "C", "C", "C", "C", "C", "C", "N", "H", "H", "H", "H", "H", "H", "H", "H", "H", "H", "H"],
  "positions_angstrom": [[-0.047, -0.139, -0.038], [-3.395, 0.697, -2.571], [-2.397, 0.994, -1.962], [-1.768, 0.205, -1.120], [-1.760, 2.367, -2.101], [0.002, 2.357, -1.600], [0.361, 4.111, -1.241], [1.425, 4.470, -0.413], [1.728, 5.811, -0.192], [0.966, 6.805, -0.789], [-0.101, 6.457, -1.609], [-0.402, 5.121, -1.830], [0.845, 2.153, -3.225], [0.340, 1.264, -4.174], [1.026, 1.034, -5.361], [2.228, 1.685, -5.613], [2.739, 2.571, -4.674], [2.052, 2.800, -3.487], [-2.289, 3.014, -1.404], [-1.914, 2.737, -3.110], [2.006, 3.706, 0.088], [2.556, 6.072, 0.457], [1.193, 7.849, -0.609], [-0.698, 7.227, -2.084], [-1.221, 4.870, -2.493], [-0.592, 0.735, -4.000], [0.616, 0.344, -6.089], [2.759, 1.507, -6.541], [3.668, 3.095, -4.867], [2.456, 3.504, -2.767], [3.017, -0.831, 3.350], [1.988, 0.089, 3.812], [1.475, 0.087, 5.098], [0.671, 1.163, 5.189], [0.696, 1.822, 3.972], [0.255, 3.321, 3.918], [-0.435, 3.784, 2.574], [-0.524, 5.154, 2.380], [-1.552, 5.402, 1.551], [-2.084, 4.170, 1.210], [-3.375, 4.003, 0.551], [-1.383, 3.187, 1.838], [-1.733, 1.510, 1.625], [1.503, 1.158, 3.134], [1.816, 1.555, 1.484], [3.894, -0.735, 3.989], [3.273, -0.561, 2.333], [2.653, -1.854, 3.357], [1.720, -0.682, 5.811], [0.074, 1.527, 6.008], [1.236, 4.036, 4.068], [-0.561, 3.461, 4.815], [0.157, 5.829, 2.872], [-1.945, 6.324, 1.154], [-3.389, 4.553, -0.389], [-4.167, 4.379, 1.196], [-3.542, 2.945, 0.372], [-1.347, -3.458, 5.589], [-2.625, -3.370, 5.050], [-2.817, -2.844, 3.777], [-1.725, -2.402, 3.036], [-0.443, -2.483, 3.586], [-0.256, -3.015, 4.854], [-1.853, -1.776, 1.334], [-3.614, -1.350, 1.083], [-4.312, -0.582, 2.019], [-5.618, -0.185, 1.767], [-6.232, -0.533, 0.566], [-5.538, -1.280, -0.372], [-4.237, -1.690, -0.112], [-1.668, -3.276, 0.295], [-2.241, -4.455, 0.689], [-2.193, -5.599, -0.133], [-1.590, -5.521, -1.354], [-0.984, -4.317, -1.793], [-0.397, -4.238, -3.085], [0.168, -3.074, -3.498], [0.229, -1.962, -2.619], [-0.289, -1.971, -1.349], [-0.973, -3.177, -0.949], [-1.203, -3.873, 6.580], [-3.480, -3.714, 5.620], [-3.817, -2.785, 3.366], [0.406, -2.137, 3.009], [0.744, -3.083, 5.266], [-3.835, -0.282, 2.944], [-6.152, 0.407, 2.501], [-7.248, -0.214, 0.362], [-5.997, -1.535, -1.320], [-3.697, -2.255, -0.862], [-2.762, -4.520, 1.638], [-2.647, -6.523, 0.204], [-1.564, -6.383, -2.011], [-0.421, -5.112, -3.727], [0.604, -3.000, -4.489], [0.741, -1.078, -2.985], [2.432, -2.962, 1.188], [1.857, -2.163, 0.520], [1.035, -1.362, 1.227], [1.989, 0.077, -1.184], [3.060, 0.249, -1.753], [4.105, 1.196, -1.253], [5.073, 0.335, -0.410], [5.655, -0.917, -1.094], [4.673, -2.100, -1.233], [3.670, -1.980, -2.401], [3.460, -0.559, -2.786], [3.671, 1.969, -0.625], [4.627, 1.648, -2.100], [4.532, 0.019, 0.487], [5.884, 0.983, -0.075], [6.495, -1.253, -0.484], [6.086, -0.651, -2.067], [4.115, -2.192, -0.300], [5.236, -3.028, -1.349], [2.715, -2.410, -2.121], [4.025, -2.492, -3.293], [4.289, -0.185, -3.226]],
  "e_homo_ev": -7.55,
  "max_force_ev_per_a": 2.2
}

| no. | LUMO level (eV) | HOMO-LUMO gap (eV) | E_tot (a.u.) |
| --- | --- | --- | --- |
| 1 | 0.53 | 7.20 | -4040.1930 |
| 2 | 0.30 | 7.85 | -4192.8128 |